Below is C4H4ClNS in the gas phase in a non-equilibrium geometry, with properties calculated with ωB97M-V with the def2-TZVPD basis set.

energy above the lowest of the compared OMol25 structures with the same formula, charge and spin	70.7	kcal per mole
frontier orbital gap (alpha / beta)	7.709 / 7.773	eV
spin multiplicity	1
electronic energy	-1067.833751	a.u.
SMILES string	CS/C(C#N)=C\Cl

Geometry as XYZ:
```
11
Properties=species:S:1:pos:R:3:forces:R:3:nbo_charge:R:1
C -1.6808 -1.1617 -0.0328 0.323 0.108 0.058 -0.7348
S 0.1266 -1.3899 -0.0275 -0.172 0.135 -0.030 0.3780
C 0.5976 0.2550 0.0378 7.176 1.250 -0.242 -0.3416
C -0.2408 1.3430 0.0563 -0.600 0.675 0.048 0.1825
N -0.9316 2.2678 0.0761 -0.206 0.209 0.001 -0.2904
C 2.2767 0.7377 -0.0109 -6.837 -2.346 0.197 -0.2060
Cl 3.4400 -0.4521 -0.0334 0.300 -0.170 -0.014 0.0855
H -1.9533 -0.4262 -0.7874 -0.045 -0.117 0.001 0.2384
H -2.0093 -0.8286 0.9487 -0.051 -0.030 -0.028 0.2324
H -2.1133 -2.1272 -0.2699 -0.037 -0.076 -0.014 0.2387
H 2.4881 1.7820 0.0429 0.150 0.362 0.022 0.2173
```
Forces are in eV/Å.

Below is a molecular structure, C16H19N5O5PdS4Te in a non-equilibrium geometry, with properties calculated with ωB97M-V with the def2-TZVPD basis set.

energy above the lowest of the compared OMol25 structures with the same formula, charge and spin	0.0	kcal per mole
frontier orbital gap	4.828	eV
spin multiplicity	1
electronic energy	-3259.837228	a.u.
net charge	-2

Geometry as XYZ:
```
51
Properties=species:S:1:pos:R:3:forces:R:3:nbo_charge:R:1
Pd 0.4095 0.2187 0.6863 0.447 0.134 -0.232 0.5449
C 2.1226 3.1485 3.8736 -0.344 0.137 -0.156 -0.6735
C 2.1676 1.6782 4.0653 -0.431 0.124 0.741 0.3268
C 1.9164 1.0277 5.2420 -0.071 0.366 -0.059 -0.3850
C 2.0658 -0.3682 5.2408 0.061 -0.057 0.306 0.3060
N 2.5398 -1.0443 4.2332 0.071 -0.189 -0.816 -0.4941
C 2.7783 -0.4044 3.0407 -0.136 -0.674 0.593 0.2487
S 3.4193 -1.1431 1.6977 0.053 0.185 0.197 -0.2158
N 2.4505 0.9325 3.0026 1.098 0.074 -0.778 -0.5347
C 1.7178 -1.1657 6.4619 -0.008 -0.054 0.047 -0.6465
H 1.9660 3.6583 4.8241 -0.034 -0.041 -0.053 0.2088
H 1.3030 3.3789 3.1735 0.128 0.033 0.031 0.2972
H 3.0544 3.4990 3.4282 -0.005 0.031 -0.041 0.2178
H 1.6032 1.5721 6.1202 0.031 -0.001 0.008 0.2091
H 2.6979 1.3907 2.1317 -0.430 -0.018 -0.106 0.4447
H 1.6805 -0.5480 7.3597 -0.018 0.012 -0.005 0.1932
H 2.4442 -1.9666 6.5875 -0.016 -0.022 0.013 0.2264
H 0.7392 -1.6245 6.3074 -0.014 0.011 0.007 0.2456
N -4.6428 1.0012 -5.7608 -0.005 -0.053 -0.026 -0.8133
C -3.5916 0.2698 -5.1644 -0.212 0.042 0.118 0.1525
C -2.3464 0.2072 -5.7660 0.205 0.012 -0.113 -0.2954
C -1.3290 -0.5491 -5.1989 -0.031 -0.029 0.080 -0.1153
C -1.5599 -1.2544 -4.0282 0.019 -0.047 -0.320 -0.3709
C -2.8040 -1.1924 -3.4188 -0.070 -0.014 0.070 -0.1534
C -3.8121 -0.4344 -3.9806 -0.084 0.021 -0.021 -0.2580
S -0.2681 -2.2181 -3.2861 -0.369 -0.079 -0.365 2.3474
O -0.9013 -3.4272 -2.8279 -0.030 -0.141 -0.050 -0.9678
O 0.7657 -2.3351 -4.3009 0.012 -0.127 0.009 -0.9964
N 0.1280 -1.3376 -2.0645 0.569 0.131 0.658 -0.9237
C 1.1902 -0.5339 -2.0692 -0.075 0.432 0.046 0.2952
S 2.3443 -0.3228 -3.3911 -0.076 -0.153 -0.094 0.3395
C 3.1443 0.9206 -2.5059 0.070 0.026 0.017 -0.5199
C 2.5466 1.0957 -1.3184 -0.011 0.165 0.323 0.0035
N 1.4655 0.2886 -1.0548 -0.065 -0.357 -0.344 -0.5210
H -4.3108 1.7610 -6.3353 0.005 0.027 0.035 0.3630
H -5.3127 1.3399 -5.0866 0.023 0.026 0.013 0.3664
H -2.1690 0.7598 -6.6840 0.016 -0.018 0.023 0.1920
H -0.3476 -0.5987 -5.6525 -0.029 -0.015 -0.019 0.2304
H -2.9713 -1.7427 -2.5006 0.006 0.023 -0.033 0.2384
H -4.7835 -0.3794 -3.4998 0.018 -0.005 -0.006 0.1971
H 4.0030 1.4395 -2.8996 -0.032 -0.008 0.042 0.2182
H 2.8246 1.8246 -0.5757 -0.025 0.005 0.040 0.2203
Te -0.3017 2.5953 0.3889 0.092 0.779 -0.013 -0.9548
C -2.3649 -1.0632 0.7608 -0.214 -0.137 -0.216 -0.9163
S -1.1984 -1.3093 2.0662 0.291 -0.504 1.001 2.3608
O -1.9268 -1.9776 3.1296 0.106 0.125 -0.021 -1.0100
O -0.7259 0.0609 2.4802 -0.039 -0.463 -0.465 -0.9740
O -0.0594 -2.0550 1.5125 -0.423 0.108 0.055 -0.9945
H -2.8384 -0.0972 0.9146 -0.033 0.033 -0.050 0.2504
H -3.0827 -1.8809 0.8339 0.004 0.056 -0.044 0.2239
H -1.8401 -1.0948 -0.1923 0.004 0.091 -0.026 0.2663
```
Forces are in eV/Å.

Below is 2 unconnected molecules or ions with the total composition CH3F in a non-equilibrium geometry, with properties calculated with ωB97M-V with the def2-TZVPD basis set.

energy above the lowest of the compared OMol25 structures with the same formula, charge and spin	106.4	kcal per mole
frontier orbital gap (alpha / beta)	11.189 / 8.147	eV
spin multiplicity	1
electronic energy	-139.575864	a.u.

Geometry as XYZ:
```
5
Properties=species:S:1:pos:R:3:forces:R:3:nbo_charge:R:1
C 0.2472 0.4335 -0.0669 -1.168 -0.142 -1.561 0.0686
F 1.4134 -0.1475 -0.0292 1.452 -0.532 -0.819 -0.3239
H -0.1868 0.7882 -1.0314 0.697 -0.420 1.060 0.1639
H -1.3869 -1.6295 0.2226 0.253 0.357 -0.088 -0.0532
H -0.0870 0.5554 0.9049 -1.233 0.737 1.408 0.1446
```
Forces are in eV/Å.

Below is 2 unconnected molecules or ions with the total composition C3H6ClOP in a non-equilibrium geometry, with properties calculated with ωB97M-V with the def2-TZVPD basis set.

energy above the lowest of the compared OMol25 structures with the same formula, charge and spin	133.7	kcal per mole
frontier orbital gap (alpha / beta)	5.017 / 5.018	eV
spin multiplicity	1
electronic energy	-994.493758	a.u.

Geometry as XYZ:
```
12
Properties=species:S:1:pos:R:3:forces:R:3:nbo_charge:R:1
C -0.7304 -0.2431 -0.0619 3.487 -1.003 0.697 -0.3105
C -1.9859 -0.9922 0.2701 1.371 -2.402 -1.011 -0.6632
C -0.4877 1.0742 0.0277 -2.652 -0.710 -0.223 -0.3431
O 3.9998 1.2541 -0.1478 -1.401 -1.072 -0.572 -0.8950
P 0.7618 -1.4543 -0.3021 -0.379 2.184 0.152 0.6820
Cl 2.3007 -0.2882 0.2949 -0.176 -0.454 0.436 -0.0080
H -2.2323 -1.5756 -0.6947 -0.345 0.907 1.588 0.2318
H -1.8233 -1.8108 1.1096 -0.428 1.929 -1.527 0.2309
H -2.6445 -0.2038 0.5256 -1.486 0.073 0.383 0.2343
H -1.3916 1.6806 0.1698 0.341 0.058 0.196 0.1947
H 0.3927 1.6326 -0.1407 1.047 -0.006 -0.192 0.2325
H 3.8405 0.9263 -1.0506 0.621 0.495 0.072 0.4134
```
Forces are in eV/Å.